1.
Formula: C4H18NO3
Source: the OMol25 dataset
Level of theory: ωB97M-V/def2-TZVPD

Atoms and positions in Å:
O1 -3.39 1.53 3.10
O2 1.05 0.62 -3.70
O3 1.40 -3.08 -1.41
N1 0.83 -0.08 -1.19
C1 0.21 -0.10 1.69
C2 1.19 0.94 2.21
C3 -0.69 0.53 0.63
C4 -0.62 -0.10 -0.75
H1 0.72 -1.01 1.33
H2 1.28 -0.98 -1.37
H3 -3.97 0.79 3.31
H4 -0.30 -0.46 2.59
H5 2.05 1.26 1.59
H6 1.44 0.33 -0.48
H7 1.34 -0.20 -4.10
H8 1.76 0.80 3.13
H9 0.88 0.55 -2.04
H10 -1.22 0.36 -1.54
H11 0.97 1.36 -4.29
H12 0.66 1.88 2.35
H13 0.83 -3.51 -0.75
H14 -0.85 -1.18 -0.61
H15 -0.41 1.61 0.45
H16 1.72 -3.89 -1.80
H17 -3.92 2.20 2.69
H18 -1.75 0.65 0.87

multiplicity	1
net charge	+1
orbital gap	0.4115	hartree
DFT total energy	-443.43225	Ha
E_LUMO	-2.817	eV
M	128.19	g mol⁻¹

---

2.
Formula: C20H43OOsP3S
Source: the OMol25 dataset
Level of theory: ωB97M-V/def2-TZVPD

Atoms and positions in Å:
Os1 0.08 0.30 0.12
S1 0.92 -0.30 -2.08
P1 0.87 -1.53 1.34
P2 -0.98 0.98 2.10
P3 -1.16 1.96 -0.90
O1 1.73 1.61 1.34
C1 -2.65 0.26 2.37
C2 2.50 2.57 1.60
C3 -0.34 3.57 -0.66
C4 1.03 -2.87 -2.63
C5 1.75 -2.85 0.47
C6 -1.28 2.76 2.49
C7 -1.25 -2.04 -2.23
C8 0.14 -1.81 -2.35
C9 0.28 -2.26 -5.28
C10 0.56 -4.18 -2.63
C11 3.14 3.42 0.57
C12 -0.19 0.64 3.73
C13 2.21 -1.06 2.50
C14 -1.29 1.86 -2.72
C15 -0.93 -2.83 -5.27
C16 -0.80 -4.42 -2.36
C17 -0.39 -2.47 2.27
C18 2.84 2.85 3.02
C19 -1.69 -3.37 -2.19
C20 -2.92 2.28 -0.46
H1 -0.33 3.30 2.58
H2 -1.88 -2.34 -5.48
H3 2.75 -0.19 2.13
H4 0.62 3.56 -1.20
H5 -1.80 2.79 3.46
H6 -0.15 3.79 0.40
H7 -0.33 2.07 -3.20
H8 3.06 3.01 -0.45
H9 -0.99 -3.92 -5.23
H10 1.26 -4.99 -2.84
H11 1.04 -3.48 -0.07
H12 0.48 -1.22 -5.57
H13 -0.98 4.37 -1.08
H14 -1.62 0.86 -3.02
H15 1.84 -0.84 3.50
H16 -0.02 -3.50 2.37
H17 2.92 -1.89 2.55
H18 1.16 -2.92 -5.25
H19 4.20 3.53 0.84
H20 -2.59 -0.83 2.48
H21 -0.15 -0.41 4.00
H22 -0.73 1.19 4.51
H23 -3.45 1.34 -0.28
H24 -3.39 2.77 -1.32
H25 2.08 -2.62 -2.82
H26 2.31 -3.44 1.20
H27 -2.77 -3.53 -2.06
H28 -3.05 2.94 0.41
H29 3.33 1.99 3.48
H30 -1.34 -2.49 1.72
H31 -2.03 2.60 -3.07
H32 -1.12 -5.46 -2.29
H33 1.90 3.06 3.54
H34 2.68 4.43 0.63
H35 -1.96 -1.22 -2.12
H36 0.83 1.02 3.70
H37 -0.58 -2.08 3.28
H38 -3.32 0.49 1.53
H39 -3.08 0.70 3.28
H40 -1.91 3.30 1.79
H41 2.45 -2.40 -0.24
H42 3.49 3.72 3.10
H43 -0.99 -0.14 -1.07

multiplicity	5
net charge	+4
orbital gap (alpha / beta)	0.3179 / 0.1839	hartree
DFT total energy	-2374.34439	Ha
E_LUMO (alpha / beta)	-12.465 / -15.994	eV
M	614.78	g mol⁻¹

---

3.
Formula: C5H8OS
Source: the OMol25 dataset
Level of theory: ωB97M-V/def2-TZVPD

Atoms and positions in Å:
S1 1.89 -0.83 0.29
O1 -1.25 0.51 2.35
C1 -0.63 0.25 1.29
C2 0.13 0.72 -1.17
C3 -1.08 0.77 -0.17
C4 0.84 -0.58 -1.15
C5 0.52 -0.76 1.50
H1 -0.11 -1.62 1.27
H2 1.55 -0.54 -2.03
H3 0.11 -1.45 -1.21
H4 -0.29 1.01 -2.13
H5 0.80 1.46 -0.85
H6 -1.41 1.79 -0.04
H7 0.87 -0.85 2.52
H8 -1.93 0.12 -0.48

multiplicity	1
orbital gap	0.3482	hartree
DFT total energy	-668.71542	Ha
E_LUMO	0.718	eV
M	116.18	g mol⁻¹

---

4.
Formula: H3NP2S
Source: the OMol25 dataset
Level of theory: ωB97M-V/def2-TZVPD

Atoms and positions in Å:
S1 -3.09 -0.26 -0.03
P1 1.47 -0.34 -0.13
P2 -1.44 -0.42 -1.17
N1 -0.25 0.13 -0.08
H1 2.11 0.84 -0.63
H2 1.90 -0.19 1.25
H3 -0.70 0.24 0.78

multiplicity	1
orbital gap	0.3000	hartree
DFT total energy	-1137.43804	Ha
E_LUMO	-0.999	eV
M	111.05	g mol⁻¹

---

5.
Formula: C3H9B
Source: the OMol25 dataset
Level of theory: ωB97M-V/def2-TZVPD

Atoms and positions in Å:
C1 0.07 0.06 -0.10
C2 0.47 0.52 1.22
C3 -1.44 0.10 -0.28
B1 1.10 -0.55 -1.13
H1 0.16 1.47 1.27
H2 0.74 -0.67 -2.28
H3 2.22 -0.24 -0.77
H4 -1.81 -0.37 0.57
H5 -1.97 -0.25 -1.16
H6 1.63 0.34 1.39
H7 0.60 -1.63 -0.65
H8 0.08 -0.01 1.98
H9 -1.85 1.22 -0.07

multiplicity	1
orbital gap	0.3741	hartree
DFT total energy	-144.42963	Ha
E_LUMO	0.052	eV
M	55.92	g mol⁻¹

---

6.
Formula: C10H4AsCaCl3F9NO4S
Source: the OMol25 dataset
Level of theory: ωB97M-V/def2-TZVPD

Atoms and positions in Å:
As1 0.43 -4.47 -0.98
Ca1 -0.49 -1.57 0.06
Cl1 -1.71 5.13 0.36
Cl2 -2.52 -1.94 1.73
Cl3 -4.59 0.68 -0.05
S1 1.57 -0.15 1.40
F1 1.56 -0.06 4.01
F2 0.02 -3.70 0.62
F3 0.48 -6.01 -0.25
F4 0.32 -2.79 -1.71
F5 -1.26 -4.54 -1.25
F6 3.23 -1.13 3.15
F7 2.07 -4.10 -0.62
F8 1.26 -2.04 3.20
F9 0.81 -5.07 -2.54
O1 1.79 -1.23 0.43
O2 2.47 0.97 1.33
O3 0.14 0.17 1.44
O4 -2.05 -0.44 -1.16
N1 0.30 0.80 -1.59
C1 1.45 1.43 -1.73
C2 0.60 3.49 -0.86
C3 -0.63 2.84 -0.69
C4 -2.00 0.74 -0.86
C5 1.91 -0.90 3.04
C6 -0.72 1.51 -1.07
C7 1.65 2.77 -1.39
C8 -2.98 2.80 0.08
C9 -1.79 3.47 -0.11
C10 -3.12 1.48 -0.30
H1 2.63 3.21 -1.52
H2 2.26 0.83 -2.12
H3 0.73 4.52 -0.56
H4 -3.82 3.32 0.52

multiplicity	2
net charge	-1
orbital gap (alpha / beta)	0.2665 / 0.1911	hartree
DFT total energy	-6330.57596	Ha
E_LUMO (alpha / beta)	1.478 / -0.561	eV
M	626.55	g mol⁻¹